108
Properties=species:S:1:pos:R:3:forces:R:3 method="wB97M-V/def2-TZVPD" homo_lumo_gap_ev=8.59 total_energy_ev=-58536.03753 charge=0 multiplicity=1 molar_mass_g_mol=612.80
C 1.943 4.639 1.195 0.1 -0.2 1.6
O 2.292 5.150 2.497 0.5 0.6 -1.0
H 2.634 4.979 0.424 -0.1 0.3 0.2
H 2.046 3.555 1.256 -0.3 -0.1 -0.5
H 0.911 4.944 1.017 -0.1 -0.2 -0.7
H 1.792 4.664 3.160 0.2 0.1 0.1
C -1.293 0.840 -5.128 -0.7 -0.1 0.5
O -1.330 -0.590 -5.317 0.2 1.0 -0.2
H -0.576 1.331 -5.783 0.2 -0.6 0.1
H -2.236 1.365 -5.291 -0.4 -0.4 -0.6
H -1.122 1.101 -4.082 0.7 -0.2 0.1
H -2.165 -0.934 -4.991 -0.1 0.1 0.0
C -4.694 -0.443 -1.623 0.6 -0.4 0.6
O -4.796 0.949 -1.357 0.0 0.0 -0.7
H -4.452 -0.959 -0.693 -0.1 -0.2 0.1
H -5.514 -0.976 -2.103 -0.6 0.6 0.1
H -3.847 -0.616 -2.287 0.1 0.4 0.0
H -5.534 1.176 -0.785 -0.1 -0.4 0.0
C -3.629 -4.117 2.480 0.1 0.1 0.4
O -4.319 -5.317 2.231 -0.5 -0.3 -0.1
H -3.617 -3.393 1.664 -0.1 -0.1 -0.3
H -4.158 -3.646 3.308 0.1 0.0 0.0
H -2.600 -4.320 2.781 0.2 0.1 0.0
H -4.000 -5.773 1.449 0.2 0.2 0.0
C -1.428 -5.804 -0.252 0.3 -1.3 0.7
O -0.391 -4.863 -0.216 -0.3 0.8 -0.6
H -1.373 -6.495 -1.095 0.0 0.2 -0.4
H -1.301 -6.437 0.627 -0.4 -0.2 0.2
H -2.437 -5.393 -0.224 0.2 0.6 -0.1
H 0.397 -5.301 0.119 0.2 -0.1 0.2
C 0.829 2.468 3.734 -0.5 -0.7 -0.3
O 1.294 3.600 4.397 0.5 0.6 1.3
H 1.633 1.889 3.279 0.0 0.2 -0.2
H 0.341 1.798 4.443 -0.3 -0.1 -0.2
H 0.131 2.855 2.991 -0.2 -0.7 -0.3
H 1.004 3.559 5.310 0.2 0.3 0.0
C -1.815 3.885 -2.802 0.2 -0.4 -0.9
O -1.031 4.638 -1.928 0.2 0.2 0.8
H -1.270 2.967 -3.022 0.0 0.0 0.1
H -2.783 3.560 -2.420 -0.2 0.3 0.1
H -1.886 4.432 -3.743 -0.5 -0.1 -0.2
H -1.530 5.411 -1.652 0.0 0.1 0.1
C 1.448 -2.844 -1.976 0.4 -0.8 0.7
O 2.485 -2.506 -2.882 -0.3 0.1 -0.2
H 1.928 -3.417 -1.183 0.1 0.2 0.2
H 0.960 -1.994 -1.498 0.0 0.3 -0.3
H 0.711 -3.554 -2.354 -0.1 0.3 -0.4
H 2.097 -2.305 -3.738 0.0 0.1 0.0
C -2.930 3.199 1.120 0.7 1.2 0.3
O -3.413 4.510 1.369 -1.0 0.6 -0.3
H -2.526 2.868 2.076 -0.1 -1.0 -0.3
H -3.729 2.603 0.680 0.0 -0.1 0.4
H -2.131 3.303 0.385 0.2 -0.5 0.0
H -2.902 4.957 2.047 0.2 -0.2 -0.1
C -3.121 -0.083 4.446 0.0 1.3 0.1
O -2.855 -1.293 3.834 0.2 -1.6 -0.3
H -3.800 0.490 3.813 -0.3 0.0 0.2
H -3.538 -0.285 5.433 -0.2 0.6 0.1
H -2.204 0.503 4.523 0.1 0.1 0.3
H -2.898 -1.914 4.564 0.2 -0.5 -0.5
C 4.914 0.457 1.087 1.1 1.5 2.4
O 5.702 1.082 1.825 -1.0 -0.9 -1.4
N 5.100 0.175 -0.199 0.3 0.1 -1.7
C 4.067 -0.510 -0.967 -0.2 -0.6 -0.6
C 6.171 0.855 -1.006 -1.1 -0.1 1.1
H 3.956 0.132 1.522 0.0 -0.4 -0.4
H 3.365 0.141 -1.490 0.2 0.5 0.0
H 3.431 -1.220 -0.440 0.3 0.3 0.8
H 4.506 -1.163 -1.722 0.3 0.2 -0.1
H 6.697 1.550 -0.353 0.2 -0.4 0.1
H 6.833 0.128 -1.474 0.0 0.1 0.1
H 5.692 1.490 -1.750 -0.1 -0.2 -0.3
C 1.873 3.100 -2.413 1.5 -0.5 1.7
O 2.612 2.895 -1.446 -1.0 0.4 -0.4
N 2.308 2.977 -3.665 -0.5 -0.1 -1.1
C 1.347 3.049 -4.728 0.3 1.6 -1.6
C 3.723 2.909 -4.056 -0.8 -0.3 1.1
H 0.822 3.418 -2.328 0.1 -0.2 0.1
H 0.288 3.142 -4.488 0.3 -0.7 0.7
H 1.529 2.318 -5.516 -0.2 -0.4 0.3
H 1.492 4.002 -5.240 0.2 0.3 -0.3
H 4.286 2.893 -3.124 0.1 -0.1 -0.1
H 3.888 1.972 -4.589 0.2 0.2 -0.2
H 4.010 3.797 -4.618 -0.1 -0.1 -0.3
C 1.366 -5.678 3.002 -0.5 1.6 -1.9
O 1.792 -5.896 1.871 0.0 -0.4 0.6
N 0.733 -4.502 3.310 -0.2 -1.4 0.4
C 0.167 -4.403 4.646 0.8 0.8 -0.6
C 0.603 -3.339 2.452 0.5 0.4 -0.2
H 1.426 -6.407 3.825 0.0 0.1 0.0
H 0.928 -3.857 5.204 -0.4 -0.1 0.9
H -0.042 -5.402 5.025 0.0 0.3 0.3
H -0.728 -3.783 4.584 -0.2 -0.2 0.2
H -0.408 -2.933 2.465 -0.2 -0.5 -0.1
H 1.198 -2.488 2.786 0.4 -0.1 0.3
H 0.927 -3.529 1.430 -0.2 -0.3 0.2
C 0.381 0.554 0.527 0.8 -0.3 -0.6
O 1.006 0.017 1.421 -0.2 -0.3 0.4
N -0.776 0.128 -0.007 -0.3 -1.6 0.4
C -1.370 0.863 -1.088 -1.1 -0.4 0.7
C -1.294 -1.247 0.320 0.2 1.1 -0.1
H 0.829 1.387 -0.039 -0.2 0.4 0.2
H -1.726 0.151 -1.833 0.7 0.2 -0.7
H -0.689 1.664 -1.372 -0.2 -0.2 -0.5
H -2.317 1.275 -0.736 0.0 0.5 -0.1
H -2.322 -1.374 -0.021 -0.1 0.5 0.2
H -0.758 -2.028 -0.220 0.4 0.1 0.2
H -1.240 -1.379 1.400 0.0 -0.1 -0.2


106
Properties=species:S:1:pos:R:3:forces:R:3 method="wB97M-V/def2-TZVPD" relative_energy_ev=3.534 homo_lumo_gap_ev=8.55 total_energy_ev=-51853.07695 charge=0 multiplicity=1 molar_mass_g_mol=563.82
O 4.167 -0.369 -2.142 1.3 -0.1 -0.4
H 3.191 -0.050 -2.253 -2.3 0.6 0.3
H 4.324 -1.310 -2.344 -0.5 0.1 0.0
H 4.707 0.142 -2.776 -0.1 0.1 0.2
C -0.222 -0.440 -1.310 0.5 0.0 0.4
C 0.535 0.823 -1.707 0.0 0.3 0.0
O 1.751 0.699 -2.388 1.5 -1.0 -0.4
H 0.214 -1.050 -0.514 0.3 0.1 -0.1
H -0.328 -1.081 -2.187 -0.3 0.0 0.0
H -1.191 -0.115 -0.922 -0.2 -0.2 -0.2
H 0.692 1.518 -0.869 -0.3 -0.3 0.4
H -0.215 1.334 -2.330 0.3 0.3 -0.3
C -1.106 -4.099 -1.211 0.0 -0.5 -0.1
C -0.958 -5.514 -1.756 0.0 -0.3 0.3
C -0.265 -6.481 -0.746 1.1 0.5 -0.7
O 0.247 -7.668 -1.326 -0.4 -0.8 -0.7
C 1.252 -7.520 -2.311 0.4 0.8 0.6
N -2.294 -6.010 -2.096 0.2 -0.4 0.4
H -0.147 -3.586 -1.252 -0.1 0.2 0.3
H -1.523 -4.150 -0.201 0.2 0.3 0.1
H -1.836 -3.578 -1.829 0.1 0.1 0.0
H -0.400 -5.463 -2.695 0.2 -0.1 0.2
H -0.944 -6.842 0.027 -0.2 0.3 0.0
H 0.589 -5.999 -0.247 -0.1 0.4 0.1
H 1.670 -8.480 -2.599 -0.4 -0.2 0.2
H 2.074 -6.934 -1.883 0.2 0.1 0.0
H 0.933 -6.991 -3.211 -0.3 -0.1 0.0
H -2.175 -6.931 -2.513 -0.2 0.0 0.0
H -2.689 -6.196 -1.174 -0.6 -0.1 -0.3
C 2.688 -3.231 -0.169 0.0 -0.2 -0.7
C 2.159 -2.582 1.106 0.0 -0.1 -0.7
C 2.300 -3.555 2.271 0.1 -0.2 0.0
O 1.411 -3.248 3.330 -0.4 0.4 -0.3
C 1.494 -4.077 4.471 0.9 0.8 0.1
N 2.914 -1.354 1.347 -0.3 -0.3 0.9
H 1.983 -3.935 -0.618 0.0 -0.1 0.2
H 3.648 -3.743 -0.073 0.0 0.0 0.4
H 2.856 -2.480 -0.946 -0.2 0.2 0.1
H 1.110 -2.311 0.935 -0.2 -0.5 0.2
H 3.353 -3.486 2.576 0.0 -0.1 0.3
H 2.110 -4.594 1.984 0.0 0.0 -0.3
H 0.724 -3.734 5.157 -0.2 -0.3 -0.1
H 2.453 -3.874 4.965 0.1 -0.3 0.1
H 1.445 -5.144 4.246 -0.3 0.0 -0.1
H 2.539 -0.631 0.740 0.1 0.1 0.0
H 2.635 -1.073 2.298 0.7 0.5 -0.5
C -3.061 6.322 3.658 0.4 -2.1 0.2
C -1.618 5.743 3.711 -0.6 2.5 0.2
C -1.008 5.450 2.351 -0.1 -1.1 1.0
O -1.584 4.224 1.920 0.7 0.0 -0.2
C -0.948 3.726 0.758 -1.5 -0.3 -0.9
N -0.785 6.788 4.323 0.9 0.9 0.1
H -3.674 5.538 3.204 -0.4 0.5 -0.3
H -3.114 7.283 3.155 0.0 -0.1 -0.2
H -3.403 6.399 4.691 -0.1 0.3 0.0
H -1.569 4.884 4.378 -0.1 -0.2 -0.4
H 0.065 5.303 2.511 0.1 0.1 -0.1
H -1.145 6.284 1.654 -0.2 -0.1 -0.2
H -1.198 4.411 -0.059 0.7 0.2 -0.2
H -1.458 2.809 0.451 -0.1 -0.1 0.4
H 0.105 3.444 0.804 0.2 0.6 0.4
H -1.289 7.341 5.010 -0.2 -0.6 0.4
H -0.610 7.538 3.653 0.3 -0.4 -0.4
C -3.019 3.602 -5.602 0.5 -0.4 -0.5
C -2.999 2.868 -4.261 0.0 0.2 -0.4
C -2.655 1.386 -4.422 0.3 0.2 -0.3
O -3.679 0.734 -5.140 -0.3 -0.1 0.1
C -3.654 -0.664 -4.940 -0.5 0.1 -0.6
N -1.970 3.519 -3.447 0.1 -0.5 1.0
H -3.618 3.103 -6.365 -0.4 0.1 0.2
H -1.999 3.581 -5.998 0.1 -0.1 0.1
H -3.240 4.667 -5.542 -0.4 -0.1 0.2
H -3.956 2.912 -3.730 -0.2 -0.1 -0.4
H -2.480 0.939 -3.434 -0.4 -0.1 0.1
H -1.708 1.236 -4.958 0.1 0.3 -0.1
H -3.939 -0.874 -3.907 0.6 -0.3 0.1
H -2.717 -1.090 -5.308 0.3 -0.1 0.6
H -4.412 -1.146 -5.561 -0.2 0.4 -0.1
H -1.719 2.839 -2.728 0.4 0.1 -0.1
H -2.411 4.239 -2.880 0.0 0.3 -0.3
C 0.378 1.065 2.673 -1.8 0.4 0.5
C 0.952 0.722 4.043 0.7 -0.2 -0.5
C -0.072 0.256 5.071 -1.5 0.6 -1.0
O -1.189 1.145 5.195 0.0 0.1 0.2
C -0.876 2.414 5.707 0.6 0.1 1.0
N 1.996 -0.323 3.964 -0.2 0.6 0.9
H 0.981 1.333 1.807 0.8 -0.3 0.5
H -0.224 1.959 2.874 -0.2 0.0 -0.3
H -0.363 0.331 2.339 0.2 -0.2 0.0
H 1.341 1.667 4.429 0.7 -0.3 0.0
H 0.392 0.053 6.040 0.1 0.1 0.1
H -0.561 -0.645 4.691 0.3 -0.3 0.2
H -0.428 2.358 6.711 0.2 -0.3 0.0
H -1.765 3.013 5.896 -0.3 -0.2 -0.6
H -0.145 2.958 5.105 -0.3 0.2 -0.3
H 1.532 -1.223 3.834 -0.1 0.0 0.0
H 2.358 -0.382 4.915 0.4 -0.2 -0.2
O 2.352 -1.050 -4.631 0.3 -0.1 0.2
H 2.031 -0.615 -3.819 -0.4 0.4 -0.1
H 2.095 -0.452 -5.340 0.0 0.0 0.1
O 3.846 2.206 -0.675 0.0 -0.2 -0.2
H 3.949 2.983 -1.233 -0.1 0.1 0.1
H 3.052 1.761 -1.018 -0.1 0.1 -0.2
O 2.099 3.051 -4.042 0.0 -0.2 -0.1
H 2.982 3.268 -3.735 0.0 0.0 0.0
H 1.882 2.206 -3.599 0.1 0.0 0.2